Entry 1:
This record from the OMol25 dataset describes a single C4H7NSi molecule. The level of theory is ωB97M-V with the def2-TZVPD basis set.

Values from the calculation:
**Structure (SMILES)**: C#C/C=C/[SiH2]N
**Gap between HOMO and LUMO**: 9.20 eV
**E_LUMO**: 0.19 eV
**Relative energy (zero: lowest compared OMol25 entry of this formula, charge and spin)**: 0.086 eV
**Calculated total energy**: -13626.2576 eV

Last column: Mulliken charge in e.
CARTESIAN COORDINATES (ANGSTROEM)
C  -3.40  -0.50  -0.05  0.388
C  -2.38  0.10  -0.11  -0.639
C  -1.22  0.86  -0.27  -0.607
C  -0.14  0.38  0.52  -0.381
N  2.36  -1.01  -0.31  -0.573
Si  1.70  0.60  0.08  0.449
H  -4.32  -0.90  0.21  0.477
H  -1.19  1.64  -0.94  0.385
H  -0.43  -0.46  1.17  0.330
H  1.77  -1.64  -0.76  0.248
H  2.94  -1.54  0.48  0.252
H  2.69  1.07  1.00  -0.161
H  1.63  1.40  -1.01  -0.168

---

Entry 2:
This record from the OMol25 dataset describes 9 unconnected molecules or ions with the total composition C37H94N6O9. The level of theory is ωB97M-V with the def2-TZVPD basis set.

Values from the calculation:
**Structure (SMILES)**: CC1(C)CCCC(C)(C)N1O.CC1(C)CCCC(C)(C)N1O.COC[C@H](C)N.COC[C@H](C)N.COC[C@H](C)N.COC[C@H](C)N.CO.CO.CO
**Gap between HOMO and LUMO**: 8.12 eV
**E_LUMO**: 0.44 eV
**Relative energy (zero: lowest compared OMol25 entry of this formula, charge and spin)**: 3.029 eV
**Calculated total energy**: -67253.3185 eV

Last column: Mulliken charge in e.
CARTESIAN COORDINATES (ANGSTROEM)
C  6.81  -3.92  -1.24  -1.572
C  5.39  -4.51  -1.52  1.570
C  5.01  -5.63  -0.44  -1.255
C  4.60  -5.04  0.93  -0.707
C  3.47  -4.02  0.74  -1.305
C  3.88  -2.85  -0.20  2.312
N  4.36  -3.42  -1.51  -0.215
O  4.69  -2.38  -2.42  -0.269
C  2.56  -2.01  -0.51  -1.655
C  4.94  -1.98  0.50  -1.967
C  5.34  -5.12  -2.96  -1.900
H  6.85  -2.84  -1.41  0.272
H  7.52  -4.43  -1.89  0.495
H  7.13  -4.16  -0.22  0.399
H  4.27  -6.32  -0.83  0.391
H  5.94  -6.16  -0.23  0.442
H  5.49  -4.61  1.38  0.287
H  4.24  -5.83  1.58  0.408
H  3.34  -3.63  1.74  0.497
H  2.58  -4.49  0.31  0.434
H  1.70  -2.23  0.14  0.131
H  2.71  -0.94  -0.66  -0.016
H  2.21  -2.29  -1.50  0.453
H  4.64  -1.62  1.49  0.356
H  5.93  -2.44  0.56  0.381
H  5.03  -1.12  -0.17  0.501
H  4.31  -5.43  -3.17  0.455
H  6.03  -5.96  -2.98  0.447
H  5.62  -4.44  -3.75  0.362
H  5.53  -2.12  -2.05  0.231
C  -3.29  2.48  -1.12  -1.962
C  -2.82  1.18  -0.37  2.321
C  -2.75  -0.02  -1.35  -0.964
C  -1.52  -0.03  -2.17  -0.498
C  -0.28  0.03  -1.21  -0.310
C  -0.32  1.34  -0.37  1.719
N  -1.58  1.37  0.33  1.763
O  -1.66  2.26  1.37  -0.436
C  0.73  1.09  0.77  -1.267
C  0.01  2.67  -1.10  -1.307
C  -3.89  0.78  0.63  -2.443
H  -4.36  2.57  -0.92  0.564
H  -3.11  2.63  -2.19  -0.023
H  -2.92  3.38  -0.62  0.299
H  -2.74  -1.02  -0.92  -0.445
H  -3.60  0.00  -2.03  0.539
H  -1.46  0.86  -2.80  -0.390
H  -1.31  -0.88  -2.81  0.557
H  0.61  0.06  -1.83  0.001
H  -0.39  -0.82  -0.53  -0.138
H  1.71  0.93  0.32  0.097
H  0.82  1.99  1.37  0.098
H  0.59  0.37  1.58  0.083
H  -0.66  2.99  -1.90  0.125
H  -0.06  3.48  -0.38  0.189
H  1.03  2.59  -1.48  0.112
H  -4.81  0.55  0.09  0.755
H  -4.09  1.58  1.34  0.577
H  -3.59  -0.15  1.12  0.193
H  -1.90  1.69  2.11  0.323
C  -1.09  -4.52  5.01  -1.345
C  -2.06  -4.82  3.83  0.322
C  -1.89  -3.81  2.67  0.063
O  -2.82  -4.30  1.65  -0.441
C  -2.84  -3.48  0.44  -0.560
N  -1.80  -6.18  3.39  -0.771
H  -1.29  -5.01  5.96  0.358
H  -0.93  -3.46  5.23  0.253
H  -0.07  -4.88  4.87  0.347
H  -3.09  -4.70  4.17  0.261
H  -0.87  -3.72  2.30  0.480
H  -2.17  -2.79  2.93  -0.313
H  -1.93  -3.36  -0.15  0.290
H  -3.39  -2.57  0.68  0.110
H  -3.55  -4.05  -0.16  0.313
H  -0.96  -6.25  2.84  0.283
H  -2.51  -6.33  2.68  0.353
C  1.55  5.13  1.84  -0.681
C  3.06  4.95  1.87  0.351
C  3.69  4.13  0.76  -0.511
O  3.15  4.41  -0.51  -0.320
C  3.71  3.66  -1.50  -0.828
N  3.65  6.32  1.99  -0.810
H  1.06  4.23  1.47  -0.256
H  1.23  5.87  1.10  0.321
H  1.06  5.35  2.79  0.382
H  3.32  4.50  2.83  0.291
H  3.50  3.07  0.94  0.192
H  4.77  4.27  0.83  0.459
H  3.74  2.58  -1.33  0.228
H  4.70  3.99  -1.84  0.415
H  3.10  3.84  -2.38  0.268
H  3.48  6.78  1.11  0.279
H  3.01  6.84  2.57  0.300
C  0.16  -0.76  -6.43  -1.599
C  -0.14  0.73  -6.64  0.625
C  -1.59  1.13  -6.54  -1.006
O  -2.12  0.94  -5.20  -0.117
C  -3.39  1.58  -5.06  -0.839
N  0.54  1.51  -5.72  -0.527
H  -0.42  -1.35  -7.13  0.442
H  -0.09  -1.19  -5.46  0.144
H  1.20  -0.95  -6.70  0.475
H  0.27  1.03  -7.61  0.367
H  -2.09  0.52  -7.29  0.394
H  -1.74  2.18  -6.81  0.508
H  -3.28  2.65  -4.91  0.375
H  -3.88  1.04  -4.25  0.058
H  -4.07  1.42  -5.90  0.442
H  -0.07  1.59  -4.92  0.007
H  0.47  2.44  -6.12  0.291
C  -4.29  3.09  6.16  -1.701
C  -3.91  2.31  4.93  0.785
C  -2.66  1.41  5.04  -0.772
O  -2.30  0.95  3.73  -0.290
C  -1.30  -0.05  3.71  -0.377
N  -5.14  1.70  4.44  -0.622
H  -5.29  3.51  6.09  0.429
H  -3.61  3.90  6.45  0.386
H  -4.41  2.55  7.09  0.367
H  -3.77  2.95  4.06  0.069
H  -2.89  0.55  5.67  0.324
H  -1.84  1.96  5.52  0.409
H  -1.07  -0.32  2.67  -0.230
H  -1.53  -0.97  4.25  0.327
H  -0.37  0.33  4.13  0.326
H  -4.86  1.07  3.70  -0.037
H  -5.50  1.02  5.08  0.311
C  -4.22  6.27  -0.53  -0.468
O  -4.42  7.57  -0.07  -0.548
H  -3.23  6.08  -0.95  0.241
H  -4.39  5.50  0.22  0.214
H  -4.85  6.05  -1.39  0.265
H  -3.75  7.90  0.53  0.301
C  -4.99  -1.83  3.83  -0.369
O  -5.38  -0.89  2.93  -0.384
H  -4.57  -2.66  3.26  0.154
H  -4.16  -1.34  4.33  0.039
H  -5.83  -2.21  4.41  0.380
H  -6.21  -1.21  2.56  0.226
C  3.13  -0.04  -3.81  -0.060
O  3.07  0.64  -5.06  -0.664
H  4.19  -0.25  -3.64  0.174
H  2.78  0.50  -2.93  -0.134
H  2.62  -0.99  -3.94  0.327
H  2.15  0.75  -5.30  0.379

---

Entry 3:
This record from the OMol25 dataset describes a single C5H8 molecule. The level of theory is ωB97M-V with the def2-TZVPD basis set.

Values from the calculation:
**Structure (SMILES)**: C=CCC=C
**Gap between HOMO and LUMO**: 10.92 eV
**E_LUMO**: 1.29 eV
**Relative energy (zero: lowest compared OMol25 entry of this formula, charge and spin)**: 1.353 eV
**Calculated total energy**: -5312.8141 eV

Last column: Mulliken charge in e.
CARTESIAN COORDINATES (ANGSTROEM)
C  1.85  -0.45  -1.41  -0.779
C  1.18  0.00  -0.34  -0.016
C  -0.13  0.75  -0.21  -0.305
C  -0.83  0.22  1.08  -0.113
C  -2.05  -0.41  1.10  -0.733
H  2.83  -0.89  -1.41  0.271
H  1.41  -0.30  -2.43  0.208
H  1.69  -0.32  0.66  0.148
H  -0.74  0.61  -1.10  0.339
H  0.05  1.87  -0.13  0.215
H  -0.25  0.29  2.04  0.271
H  -2.50  -0.88  1.98  0.257
H  -2.53  -0.50  0.16  0.238

---

Entry 4:
This record from the OMol25 dataset describes a molecular structure, C17H29BIrNO4P2. The level of theory is ωB97M-V with the def2-TZVPD basis set.

Values from the calculation:
**<S²>**: 6.0315
**Gap between HOMO and LUMO (alpha / beta)**: 4.48 / 6.74 eV
**E_LUMO (alpha / beta)**: 0.28 / -1.33 eV
**Relative energy (zero: lowest compared OMol25 entry of this formula, charge and spin)**: 0.000 eV
**Multiplicity**: 5
**Calculated total energy**: -49868.3126 eV

Last column: Mulliken spin population.
CARTESIAN COORDINATES (ANGSTROEM)
C  -0.79  1.38  -4.46  0.423
C  -1.04  1.05  -3.10  -0.028
N  -0.16  1.57  -2.15  0.362
C  0.81  2.43  -2.51  0.377
C  0.90  2.93  -3.80  -0.006
C  0.12  2.35  -4.80  0.297
C  -2.17  0.36  -2.63  0.507
P  -2.17  -0.13  -0.89  0.164
Ir  -0.22  0.80  -0.19  0.945
P  1.99  1.75  -0.08  0.128
C  1.75  2.93  -1.43  -0.003
O  -0.36  -4.24  -4.61  0.003
O  1.06  -5.07  -0.11  0.003
H  -1.36  0.84  -5.21  0.024
H  1.60  3.74  -3.98  0.003
H  0.23  2.70  -5.82  0.046
C  -3.55  0.91  -0.28  0.017
C  -2.55  -1.86  -0.45  0.020
H  2.74  3.19  -1.82  0.018
H  1.29  3.79  -0.93  0.062
H  -1.10  -3.88  -5.06  0.000
H  -3.02  0.26  -3.30  0.014
C  2.20  2.55  1.50  -0.024
C  3.51  0.79  -0.44  -0.012
H  0.70  -0.44  -0.59  0.056
H  0.46  -4.29  -0.13  0.000
H  1.80  -4.83  -0.65  -0.001
H  0.35  -3.58  -4.69  0.000
H  -1.32  0.69  1.20  0.343
H  1.21  -0.08  0.15  0.223
H  -4.47  0.57  -0.77  0.002
H  -3.68  0.90  0.81  -0.013
H  -3.32  1.94  -0.59  0.020
H  -3.41  -2.30  -0.98  0.006
H  -1.67  -2.49  -0.63  0.005
H  -2.78  -1.92  0.63  0.005
H  4.34  1.52  -0.46  0.004
H  3.71  0.03  0.33  0.001
H  3.45  0.29  -1.41  0.000
H  3.08  3.20  1.43  0.008
H  1.30  3.13  1.69  0.000
H  2.32  1.81  2.29  0.002
O  -0.58  -1.37  2.13  0.007
B  -0.24  0.01  1.77  -0.012
O  0.35  0.62  2.94  -0.025
C  0.28  -0.30  3.94  -0.009
C  0.37  -0.06  5.31  0.008
C  0.01  -1.10  6.18  0.003
C  -0.40  -2.34  5.68  0.000
C  -0.55  -2.56  4.30  0.013
C  -0.24  -1.51  3.44  0.011
H  0.67  0.92  5.69  0.001
H  0.05  -0.94  7.26  0.001
H  -0.60  -3.16  6.38  0.001
H  -0.90  -3.51  3.90  -0.001

---

Entry 5:
This record from the OMol25 dataset describes a single C3HClN2O2 molecule. The level of theory is ωB97M-V with the def2-TZVPD basis set.

Values from the calculation:
**Structure (SMILES)**: O=c1cnoc(Cl)n1
**Gap between HOMO and LUMO**: 10.19 eV
**E_LUMO**: -0.27 eV
**Relative energy (zero: lowest compared OMol25 entry of this formula, charge and spin)**: 1.239 eV
**Calculated total energy**: -22722.4320 eV

Last column: Mulliken charge in e.
CARTESIAN COORDINATES (ANGSTROEM)
C  0.02  0.50  -0.53  0.555
C  -0.50  -0.65  1.35  0.511
C  0.35  -1.77  0.81  -0.022
H  0.65  -2.64  1.36  0.427
N  -0.62  0.46  0.59  -0.403
N  0.90  -1.67  -0.34  -0.309
O  -1.03  -0.75  2.43  -0.529
O  0.67  -0.53  -1.09  -0.136
Cl  0.06  1.94  -1.39  -0.095

---

Entry 6:
This record from the OMol25 dataset describes a molecular structure, C5H6N4O4P2. The level of theory is ωB97M-V with the def2-TZVPD basis set.

Values from the calculation:
**Gap between HOMO and LUMO**: 5.91 eV
**E_LUMO**: -3.15 eV
**Relative energy (zero: lowest compared OMol25 entry of this formula, charge and spin)**: 1.613 eV
**Calculated total energy**: -38007.3678 eV

Last column: Mulliken charge in e.
CARTESIAN COORDINATES (ANGSTROEM)
C  0.77  -1.25  -1.68  0.133
C  0.99  0.04  -0.16  0.191
C  -1.41  -1.22  -0.06  0.273
C  -1.31  0.44  -1.25  0.132
C  -0.26  -0.50  -0.87  1.297
N  1.84  -0.68  -1.01  -0.419
N  -2.30  -0.26  -0.54  -0.014
N  3.73  0.73  0.98  -0.216
N  -3.31  0.74  1.80  -0.671
O  0.60  -2.05  -2.63  -0.648
O  1.19  0.82  0.78  -0.839
O  -1.54  -2.13  0.67  -0.584
O  -1.48  1.52  -1.65  -0.550
P  4.85  -0.13  0.15  0.292
P  -3.84  -0.18  0.40  0.087
H  3.95  0.72  1.93  0.303
H  2.77  1.05  0.70  0.329
H  -2.59  1.40  1.43  0.339
H  -2.80  0.08  2.43  0.299
H  4.32  -0.19  -1.19  0.178
H  -4.17  1.06  -0.21  0.087

---

Among the records above, which one has the highest relative energy (zero: lowest compared OMol25 entry of this formula, charge and spin)?
C37H94N6O9